Here is C7H13N3 as an isolated structure at a distorted geometry from the OMol25 dataset. Energies are from ωB97M-V/def2-TZVPD.

Output
* energy above the lowest of the compared OMol25 structures with the same formula, charge and spin: 105.6 kcal/mol
* LUMO level: -9.31 eV
* Kohn-Sham gap: 0.33540 Ha

Structure (ORCA input):
```
! wB97M-V def2-TZVPD RIJCOSX def2/J DEFGRID3
* xyz 2 1
N 2.2614 0.5912 -1.0415
N -0.7245 0.5558 0.7207
N -1.6909 -1.8600 0.3513
C 0.4815 1.0644 0.5288
C -1.7699 0.9821 1.5375
C 0.9122 2.2696 1.0524
C 0.1454 -0.9134 -1.1820
C 1.1698 0.2619 -0.5614
C -0.8405 -1.0865 -0.2262
C 0.9698 -2.0973 -1.8962
H 2.8228 0.1306 -1.7250
H 1.4269 3.0299 0.3648
H 0.1841 -2.8685 -2.0179
H 1.7321 -2.3779 -1.1048
H -0.2407 -0.2294 -1.9591
H -2.7997 0.9001 0.9591
H 1.7700 2.0402 1.7156
H -1.8571 0.4193 2.5848
H -2.0770 -1.3306 1.1569
H 0.1995 2.8807 1.6747
H 1.4026 -1.6531 -2.7199
H -1.5099 2.1027 1.7705
H -1.9678 -2.8118 0.0170
*
```

Here is a 2-piece molecular cluster, C3H7ClO2S overall at a distorted geometry from the OMol25 dataset. Energies are from ωB97M-V/def2-TZVPD.

Output
* energy above the lowest of the compared OMol25 structures with the same formula, charge and spin: 12.1 kcal/mol
* LUMO level: -0.99 eV
* Kohn-Sham gap: 0.30614 Ha

Structure (ORCA input):
```
! wB97M-V def2-TZVPD RIJCOSX def2/J DEFGRID3
* xyz 0 1
Cl 2.8768 1.6273 0.4164
S 2.5846 -0.5474 0.1903
O 2.4365 -0.7276 -1.2371
O 1.2555 -0.7250 0.8764
C -1.4383 -1.1342 0.1436
C -0.4487 -0.1471 -0.2963
C -0.5644 1.2697 0.0540
H -0.9298 1.8180 -0.8195
H -0.9979 -2.1254 0.2230
H -1.2191 1.4353 0.9030
H -2.2098 -1.1864 -0.6314
H -1.9044 -0.8569 1.0855
H 0.1385 -0.3905 -1.1739
H 0.4205 1.6903 0.2660
*
```

Here is a 2-piece molecular cluster, CHO3 overall from the OMol25 dataset. Energies are from ωB97M-V/def2-TZVPD.

Output
* LUMO level (spin up / spin down): 0.53 / -2.32 eV
* Kohn-Sham gap (spin up / spin down): 0.49089 / 0.35679 Ha
* ⟨S²⟩: 0.7528

Structure (ORCA input):
```
! wB97M-V def2-TZVPD RIJCOSX def2/J DEFGRID3
* xyz 0 2
O -1.5974 -0.3017 -1.0166
O -1.1219 -0.4673 1.2448
O 1.7463 0.5496 -0.5743
C -1.3061 -0.3671 0.1043
H 2.2791 0.5865 0.2417
*
```